A structure of composition C51H46AsNS2SbTi in a non-equilibrium geometry. Source: the OMol25 dataset; level of theory: ωB97M-V with the def2-TZVPD basis set.

```
103
Properties=species:S:1:pos:R:3:forces:R:3:mulliken_charge:R:1
Ti -1.063 0.263 -0.813 -0.430 -0.168 -0.917 -0.015
S -3.310 0.792 -1.126 0.154 0.109 0.521 -0.463
C -3.756 2.007 0.112 -0.065 0.020 -0.164 0.837
C -4.931 2.731 -0.072 -0.017 0.030 -0.023 -0.701
C -5.358 3.624 0.901 0.014 -0.001 -0.002 -0.673
C -4.621 3.813 2.063 -0.013 -0.016 -0.039 -0.845
C -3.445 3.104 2.249 -0.105 0.124 -0.063 -0.185
C -3.019 2.202 1.282 0.153 -0.046 0.073 -0.700
As -1.389 1.209 1.547 -0.444 0.008 0.318 2.150
C -1.886 -0.294 2.647 -0.069 -0.023 -0.079 0.191
C -3.222 -0.582 2.898 0.032 -0.165 0.079 -0.756
C -3.545 -1.709 3.647 0.018 -0.027 0.015 -0.869
C -2.542 -2.536 4.141 -0.023 0.039 -0.033 -0.656
C -1.208 -2.242 3.887 -0.025 0.032 -0.042 -0.966
C -0.879 -1.124 3.132 -0.111 -0.155 0.081 0.056
C -0.359 2.312 2.710 0.208 -0.041 0.138 0.157
C -0.368 2.052 4.076 0.136 0.234 0.096 -0.499
C 0.326 2.896 4.933 -0.010 -0.035 0.004 -0.811
C 1.020 3.986 4.427 0.012 0.024 -0.015 -0.716
C 1.024 4.239 3.061 0.008 -0.012 0.006 -0.531
C 0.338 3.399 2.194 0.087 0.105 0.211 0.228
H -5.510 2.592 -0.975 0.008 -0.001 0.018 0.501
H -6.273 4.181 0.747 0.007 -0.021 -0.011 0.411
H -4.958 4.508 2.821 -0.005 -0.010 -0.029 0.440
H -2.860 3.262 3.146 0.048 -0.029 0.026 0.527
H -4.008 0.062 2.526 0.003 0.033 -0.013 0.471
H -4.584 -1.932 3.861 0.029 0.011 -0.010 0.481
H -2.800 -3.403 4.739 -0.003 0.039 -0.024 0.434
H -0.424 -2.877 4.282 -0.028 0.027 -0.016 0.505
H 0.163 -0.895 2.953 0.072 0.048 -0.021 0.458
H -0.913 1.214 4.484 -0.045 -0.050 0.001 0.461
H 0.317 2.704 5.999 0.006 0.007 -0.034 0.458
H 1.558 4.642 5.101 -0.019 -0.014 -0.032 0.417
H 1.563 5.092 2.667 -0.018 -0.031 0.000 0.479
H 0.345 3.610 1.135 -0.025 -0.002 -0.111 0.068
C 2.478 -0.153 1.549 -0.007 0.046 0.029 -0.438
C 3.619 -0.285 0.576 0.104 -0.021 -0.033 0.402
C 4.873 -0.695 1.016 0.029 -0.006 -0.029 -0.725
C 5.942 -0.802 0.133 -0.033 0.003 0.033 -0.857
C 5.777 -0.497 -1.209 -0.075 0.019 -0.066 -0.829
C 4.532 -0.085 -1.675 0.100 -0.098 0.187 -0.998
C 3.468 0.018 -0.783 0.140 -0.206 0.177 1.077
Sb 1.635 0.714 -1.495 0.036 0.520 -0.196 1.324
C 1.957 0.794 -3.576 0.115 0.027 -0.160 0.866
C 2.274 2.014 -4.170 -0.076 -0.070 -0.115 -0.589
C 2.495 2.088 -5.540 -0.024 -0.050 0.069 -0.945
C 2.403 0.937 -6.308 -0.002 -0.018 0.011 -0.831
C 2.106 -0.282 -5.711 0.018 0.023 -0.010 -0.848
C 1.884 -0.377 -4.341 0.026 -0.062 -0.006 0.400
C 1.629 -1.722 -3.708 0.057 0.001 -0.007 -0.950
C 1.769 2.779 -1.041 0.091 0.082 0.053 1.576
C 2.904 3.291 -0.425 0.001 0.132 -0.050 -0.924
C 3.005 4.657 -0.173 -0.023 -0.048 -0.027 -1.003
C 1.974 5.505 -0.549 -0.028 -0.039 0.000 -0.871
C 0.832 4.989 -1.156 0.054 0.056 0.072 -0.544
C 0.713 3.626 -1.395 -0.147 -0.080 0.029 0.430
C -0.542 3.084 -2.026 -0.083 -0.099 -0.048 -1.366
H 2.787 -0.414 2.561 0.025 -0.011 -0.027 0.648
H 1.651 -0.818 1.278 -0.008 -0.021 -0.042 -0.282
H 2.096 0.873 1.585 -0.016 0.018 -0.014 0.063
H 5.015 -0.927 2.066 0.012 0.004 -0.038 0.465
H 6.909 -1.120 0.502 -0.020 0.009 -0.019 0.415
H 6.611 -0.577 -1.895 -0.027 0.006 0.024 0.480
H 4.402 0.157 -2.724 -0.007 0.005 0.022 0.500
H 2.353 2.914 -3.573 0.003 0.007 0.024 0.479
H 2.740 3.037 -6.000 -0.009 -0.040 0.021 0.487
H 2.573 0.984 -7.377 -0.008 -0.006 0.027 0.414
H 2.058 -1.179 -6.318 0.001 0.033 0.009 0.443
H 1.607 -2.513 -4.456 -0.008 0.025 -0.014 0.539
H 0.679 -1.754 -3.168 -0.057 0.039 0.000 -0.057
H 2.418 -1.979 -2.993 0.021 0.032 -0.020 0.232
H 3.726 2.637 -0.153 -0.012 -0.011 0.006 0.570
H 3.893 5.054 0.302 -0.024 -0.011 -0.013 0.459
H 2.054 6.571 -0.372 -0.006 -0.050 -0.008 0.420
H 0.025 5.655 -1.441 0.035 -0.019 0.015 0.459
H -1.305 3.844 -2.181 0.072 0.112 -0.062 0.450
H -1.081 2.348 -1.396 0.156 0.323 0.145 0.131
H -0.351 2.594 -2.983 0.013 0.033 -0.082 0.304
N -1.269 -1.627 -1.286 -0.442 -0.504 0.587 -0.179
S -1.839 -2.618 -0.057 0.339 0.127 -0.136 1.092
C -2.871 -3.799 -0.850 -0.020 0.044 -0.094 -0.175
C -2.374 -4.604 -1.874 -0.115 -0.038 0.084 -0.250
C -3.244 -5.495 -2.473 -0.076 -0.048 -0.026 -0.834
C -4.570 -5.575 -2.046 0.052 -0.013 -0.028 -0.500
C -5.042 -4.767 -1.024 0.025 0.064 0.040 -0.675
C -4.187 -3.856 -0.412 -0.023 -0.086 -0.108 -0.236
C -0.400 -3.571 0.395 -0.038 -0.044 -0.066 0.580
C 0.846 -3.310 -0.150 0.056 -0.128 0.124 -0.351
C 1.930 -4.061 0.296 -0.007 0.040 -0.027 -0.391
C 1.751 -5.048 1.254 -0.068 -0.013 0.022 -0.783
C 0.486 -5.295 1.782 0.057 -0.009 0.005 -0.781
C -0.602 -4.549 1.362 0.065 -0.019 0.031 -0.782
H -1.799 -1.828 -2.133 0.214 -0.140 -0.101 0.260
H -1.335 -4.550 -2.177 -0.021 0.019 0.026 0.426
H -2.891 -6.138 -3.268 -0.017 0.007 0.015 0.441
H -5.240 -6.282 -2.519 0.034 0.023 0.009 0.414
H -6.073 -4.838 -0.702 0.030 -0.003 -0.010 0.441
H -4.536 -3.207 0.383 0.034 -0.017 -0.028 0.505
H 0.976 -2.554 -0.912 -0.032 0.015 -0.013 0.546
H 2.914 -3.874 -0.116 -0.022 0.005 0.008 0.532
H 2.597 -5.635 1.590 -0.039 0.033 -0.019 0.446
H 0.349 -6.071 2.524 0.009 0.021 -0.025 0.469
H -1.588 -4.733 1.777 0.056 0.034 -0.044 0.466
```
Forces are in eV/Å.

Properties
E_HOMO (alpha / beta): -13.18 / -13.20 eV
Multiplicity: 2
LUMO level (alpha / beta): -6.148 / -5.832 eV
Total charge: +2